No. 1
119
Properties=species:S:1:pos:R:3:forces:R:3:mulliken_charge:R:1 method="wB97M-V/def2-TZVPD" total_energy_ev=-108501.40480 orbital_gap_ev=7.05 relative_energy_ev=4.290 total_charge=+3 e_lumo_ev=-8.16
N 24.896722 -1.442228 13.982666 -0.533 0.430 -0.608 -0.10
H 25.451457 -2.189956 13.565583 0.583 -0.004 0.846 0.39
H 23.947149 -1.637217 13.649769 -0.176 0.406 0.116 0.32
H 25.172978 -0.555563 13.554150 0.225 -0.050 -0.177 -0.25
H 24.922406 -1.263320 14.988163 0.373 -0.775 0.084 0.43
N 20.089663 6.101987 11.901042 0.090 -0.183 0.897 -0.34
H 20.428361 6.901313 12.443445 -0.056 0.248 -0.467 0.41
H 19.087098 6.004897 12.092296 -0.008 -0.172 -0.020 0.35
H 20.575993 5.274503 12.301011 -0.472 -0.510 0.059 0.18
H 20.259585 6.198992 10.903992 0.075 0.291 0.010 0.39
N 20.205218 2.220094 8.875595 -0.110 1.266 -1.287 -0.27
H 19.297707 1.997921 8.451276 -0.170 -0.061 0.532 0.41
H 20.238368 3.201469 9.151460 -0.552 -0.066 0.371 0.33
H 20.844809 2.240905 8.072644 0.420 -0.898 0.403 0.42
H 20.425434 1.636202 9.693307 0.240 -0.713 -0.069 -0.03
N 22.328924 -2.125016 9.825473 -0.335 0.549 1.477 -0.23
H 23.201949 -2.602183 10.039787 0.295 0.067 -1.291 0.38
H 21.626273 -2.652382 10.348088 -0.503 0.097 -0.642 0.30
H 22.030695 -1.766878 8.922975 0.328 -1.251 -0.559 0.40
H 22.372626 -1.234596 10.362180 0.163 -0.200 0.682 0.16
N 22.127660 5.201156 16.217088 0.657 -0.431 -0.067 -0.38
H 21.971563 4.585019 17.018431 -0.408 0.276 0.067 0.34
H 22.999134 5.705414 16.391868 -0.113 0.157 -0.052 0.42
H 21.358237 5.834706 16.018627 -0.120 -0.048 0.380 0.37
H 22.267673 4.544522 15.421367 -0.009 -0.595 -0.362 0.28
C 22.971603 1.146278 13.316828 0.775 -3.301 -2.110 0.01
C 22.548326 0.209715 12.339869 -1.143 2.373 0.151 0.64
C 21.128674 0.538337 11.647466 -0.300 1.566 1.082 -0.45
O 20.718580 -0.168791 10.703931 0.747 0.552 -0.007 -0.70
C 20.423707 1.762277 12.072054 1.498 -3.192 -1.206 0.69
C 20.899472 2.511058 13.127307 -1.871 2.805 -0.241 0.20
C 22.208560 2.174000 13.780833 0.661 1.558 2.219 0.13
O 22.669290 2.864882 14.727312 -1.042 0.588 -0.544 -0.93
O 20.286167 3.592796 13.449679 1.396 -0.604 -0.059 -1.03
O 23.240922 -0.713792 11.864569 -0.024 -0.547 -0.020 -1.03
H 24.001690 1.049487 13.639134 -0.123 0.303 0.385 0.11
H 19.467207 1.924844 11.590232 -0.019 0.262 0.390 0.61
C 27.317948 -0.147787 10.867537 0.355 1.170 -1.228 -0.44
C 28.832569 0.156948 11.073660 0.710 -1.230 0.678 -0.77
C 29.099661 1.263044 12.076607 -1.022 0.401 -0.262 -0.57
S 27.509811 1.620871 12.857190 -0.206 -0.246 -0.480 1.13
O 27.278532 3.051425 12.942264 0.041 -0.928 0.548 -0.67
O 27.391295 0.721580 14.018121 -0.729 0.629 -0.955 -0.64
C 26.455635 1.008530 11.403268 1.662 -0.176 1.827 -0.04
H 27.137707 -1.120550 11.315450 -0.506 0.090 0.049 0.18
H 27.189669 -0.194304 9.785669 -0.359 -0.439 0.053 0.37
H 29.467995 0.310944 10.202083 -0.686 0.281 -0.405 0.37
H 29.259356 -0.767572 11.470460 -0.003 0.062 0.121 0.28
H 29.309900 2.194656 11.553765 0.510 0.045 0.322 0.34
H 29.814964 0.947041 12.828586 0.066 0.499 0.119 0.43
H 26.425711 1.926457 10.822129 -0.063 -0.263 -0.447 0.47
H 25.469305 0.762038 11.789521 -0.072 -0.050 -0.131 -0.31
C 21.560258 -0.880263 16.941859 -0.988 -0.911 1.143 -0.36
C 20.810963 0.416258 17.100075 -0.748 1.386 -1.753 0.13
C 20.178836 0.454934 18.465432 0.231 -0.887 0.564 -0.91
S 19.602593 -1.276051 18.814226 1.489 0.822 -0.347 1.10
O 18.192149 -1.312653 18.501420 0.610 -0.241 0.140 -0.56
O 20.175493 -1.753343 20.045314 -0.659 0.191 0.012 -0.64
C 20.616008 -2.002038 17.479095 -0.474 0.633 -0.462 -0.75
H 22.413472 -0.835870 17.622440 0.423 -0.266 -0.532 0.38
H 21.751598 -1.098636 15.892548 0.614 0.110 0.081 0.06
H 20.138149 0.543072 16.239416 -0.543 -0.335 0.397 -0.10
H 21.445846 1.296068 16.940007 0.327 -0.184 0.346 0.16
H 19.318018 1.080552 18.681414 0.152 0.278 -0.280 0.46
H 21.039539 0.677516 19.100220 -0.520 -0.125 0.703 0.35
H 19.842054 -2.259377 16.753330 0.344 -0.295 -0.250 0.27
H 21.173707 -2.859664 17.839724 -0.298 -0.133 0.130 0.44
C 15.052957 -6.438151 11.113111 -0.522 0.454 0.147 -1.15
C 14.698908 -5.093653 11.768289 0.101 -0.451 -1.004 -0.29
O 15.902416 -4.503854 12.323923 0.207 1.010 -0.211 -0.36
P 16.271194 -3.003273 11.971768 0.957 -1.298 0.788 1.24
O 15.265726 -2.235828 11.226927 0.383 0.268 0.546 -0.78
O 16.889887 -2.426470 13.349859 -1.037 -0.317 -1.056 -0.24
C 16.181414 -1.377252 14.034130 0.524 -0.424 1.264 0.35
C 14.948868 -1.835747 14.823811 -0.264 0.073 -0.549 -1.59
O 17.689806 -3.197620 11.214629 -0.373 -0.034 0.453 -0.63
C 18.360895 -1.994675 10.931883 -0.493 0.810 -2.556 1.26
C 17.894356 -1.481883 9.548981 -0.188 -0.229 -0.279 -1.12
H 15.423127 -7.158259 11.837616 -0.018 -0.095 -0.060 0.29
H 14.168925 -6.818214 10.597588 -0.184 -0.167 0.409 0.39
H 15.759084 -6.327722 10.289175 0.315 0.293 0.309 0.29
H 14.297974 -4.446220 10.989019 0.038 0.190 0.113 0.32
H 13.965330 -5.114074 12.571535 0.063 -0.456 0.014 0.37
H 16.923830 -1.053520 14.768173 -0.020 0.292 -0.183 0.21
H 16.003767 -0.587792 13.308017 -0.411 0.053 0.229 0.27
H 14.907336 -1.385253 15.814432 -0.048 0.460 -0.207 0.30
H 14.070406 -1.583306 14.229097 -0.239 -0.093 0.356 0.37
H 14.909112 -2.898308 15.069294 0.375 -0.114 -0.491 0.43
H 18.118679 -1.142026 11.569517 0.375 -0.469 0.806 -0.25
H 19.427053 -2.173726 10.821479 0.070 -0.173 0.764 -0.45
H 18.066094 -2.171308 8.718971 0.234 -0.232 0.233 0.37
H 16.812664 -1.342525 9.570094 0.064 0.273 0.067 0.45
H 18.403447 -0.548170 9.288651 -0.087 0.114 0.150 -0.03
C 13.477738 5.439281 13.464478 -0.328 0.283 0.424 -0.96
C 12.909506 4.168289 14.105077 0.317 0.535 0.281 -0.30
O 13.870872 3.091751 14.119828 0.564 -0.798 -0.258 -0.26
P 15.264274 3.105915 14.880502 -0.667 -0.436 -0.332 0.46
O 16.122652 4.237160 14.497109 0.111 0.066 0.616 -0.71
O 14.904724 2.866099 16.421319 0.710 0.129 -1.240 -0.38
C 15.162887 1.552409 17.028401 -0.348 1.245 0.855 0.40
C 14.597692 1.603049 18.444620 -0.054 -0.762 -0.276 -1.42
O 15.931107 1.693686 14.408468 -0.750 0.921 0.943 0.44
C 17.147089 1.756101 13.732447 1.692 -0.265 -1.612 -0.97
C 16.967744 2.095514 12.232016 -0.267 -0.219 -0.072 -1.07
H 12.667607 5.947060 12.940037 0.052 0.017 -0.046 0.40
H 13.884801 6.154495 14.178003 0.100 -0.166 0.099 0.29
H 14.264130 5.201587 12.751753 -0.080 -0.149 -0.053 0.19
H 12.584907 4.233450 15.144403 -0.137 0.640 -0.090 0.32
H 12.036751 3.900272 13.513757 0.278 -0.793 0.010 0.30
H 14.706572 0.802654 16.392323 -0.046 -0.161 0.145 0.06
H 16.243389 1.426197 17.089115 -0.010 -0.248 -0.221 0.15
H 14.508357 0.550682 18.727267 0.024 0.121 0.421 0.39
H 15.237051 2.120514 19.156298 0.212 -0.046 -0.153 0.34
H 13.609324 2.048990 18.540788 -0.050 -0.032 -0.436 0.38
H 17.931274 2.415651 14.118376 -0.758 0.607 0.477 0.68
H 17.673023 0.804154 13.845685 -0.641 -0.347 -0.138 0.46
H 17.178119 3.148923 12.043683 0.165 0.013 -0.012 0.33
H 17.571520 1.446000 11.588654 0.124 0.128 0.139 -0.09
H 15.952609 1.934656 11.863225 -0.137 -0.099 0.417 0.48


No. 2
68
Properties=species:S:1:pos:R:3:forces:R:3:mulliken_spin:R:1 method="wB97M-V/def2-TZVPD" total_energy_ev=-174237.60190 orbital_gap_ev="6.16 / 5.65" total_charge=-1 e_lumo_ev="2.09 / 1.58" spin_multiplicity=2
Fe 0.369416 -0.220348 -0.211063 0.447 0.268 -0.123 0.06
C 2.735206 -2.785591 3.332528 -0.049 0.013 -0.015 0.00
Si 2.469353 -1.258793 2.229310 -0.099 -0.119 -0.050 0.00
C 3.152163 0.148507 3.268284 0.011 0.025 0.020 0.00
C 3.597501 -1.711391 0.779237 0.097 0.123 0.027 0.00
N 0.869881 -1.006545 1.642375 -0.289 0.144 0.054 -0.01
C -0.257466 -1.439299 2.268103 -0.121 -0.147 -0.035 -0.01
C -0.395091 -1.889597 3.602652 0.012 0.017 0.081 0.00
C -1.591390 -2.363892 4.123124 0.015 0.002 -0.001 0.00
C -2.751273 -2.419994 3.363185 0.058 0.049 -0.037 0.00
C -2.681938 -1.962678 2.049097 -0.059 -0.014 0.062 0.00
C -1.486487 -1.501697 1.577154 0.183 0.036 -0.024 0.01
F -1.465853 -1.057009 0.259510 0.019 -0.201 -0.004 0.00
H 3.815046 -2.974650 3.340181 -0.033 -0.021 -0.022 0.00
H 2.245244 -3.685119 2.948271 0.004 0.032 0.058 0.00
H 2.429492 -2.642139 4.369755 -0.025 -0.030 -0.012 0.00
H 4.237581 0.058523 3.389418 -0.036 -0.003 0.007 0.00
H 2.699215 0.104479 4.264144 0.012 0.008 -0.020 0.00
H 2.925182 1.122675 2.840450 -0.006 0.002 -0.017 0.00
H 4.646171 -1.620793 1.085013 -0.016 -0.018 -0.013 0.00
H 3.439432 -1.121719 -0.120201 0.013 0.015 -0.018 0.00
H 3.412610 -2.754609 0.505259 0.012 0.029 0.023 0.00
H 0.460535 -1.841194 4.259368 0.085 0.027 -0.013 0.00
H -1.610312 -2.686030 5.158713 -0.008 -0.001 -0.016 0.00
H -3.681738 -2.786751 3.774675 0.009 0.005 -0.006 0.00
H -3.540158 -1.956132 1.388741 0.008 -0.003 0.016 0.00
Se 0.585681 -1.517069 -2.833253 0.020 0.066 0.044 -0.01
N 0.975127 -2.031042 -1.125671 -0.071 -0.112 -0.082 0.22
C 0.430794 -3.251209 -0.970659 0.024 0.083 -0.003 0.16
C 0.525384 -4.027240 0.204636 -0.037 -0.009 0.025 -0.04
C -0.114725 -5.236811 0.271815 -0.016 0.020 -0.025 0.10
C -0.866086 -5.729825 -0.823561 0.011 0.016 0.003 0.02
C -0.977564 -5.014585 -1.984105 0.005 -0.021 0.023 0.03
C -0.335522 -3.753604 -2.101350 -0.003 0.007 -0.029 0.09
N -0.414786 -2.994707 -3.197892 0.022 -0.005 -0.008 0.29
H 1.085383 -3.632790 1.040618 -0.043 0.005 -0.010 0.01
H -0.056882 -5.819939 1.182177 0.004 -0.008 -0.003 0.01
H -1.362829 -6.688467 -0.735051 0.005 0.004 0.001 0.01
H -1.552721 -5.378396 -2.825570 0.002 -0.003 0.007 0.00
C -0.388083 -0.030049 -2.225156 -0.282 -0.143 0.161 0.05
H -0.358624 0.779207 -2.952647 0.073 0.026 -0.016 0.00
H -1.414065 -0.342389 -2.028675 -0.063 0.073 -0.097 0.00
Cl -0.588643 1.574109 3.416736 0.009 0.035 0.009 0.00
C -0.594465 2.906109 2.243823 -0.042 -0.031 0.004 0.00
Cl 1.041149 3.605096 2.073963 0.030 0.006 0.015 0.00
C -1.142295 2.462592 0.857762 0.060 0.116 -0.074 0.00
O -2.117342 3.112834 0.481791 0.000 -0.081 0.008 0.00
O -0.520047 1.556530 0.253720 -0.030 -0.156 0.129 -0.01
H -1.226697 3.686963 2.642560 -0.009 0.024 0.016 0.00
C 6.576142 0.555379 -1.460227 0.015 -0.005 0.015 0.00
C 5.801013 0.866190 -2.736300 -0.019 0.034 -0.013 0.00
C 5.122737 -0.385141 -3.286886 -0.015 -0.025 0.002 0.00
C 4.793216 2.003248 -2.537692 -0.031 -0.065 0.003 0.00
N 3.754197 1.667265 -1.578679 0.067 0.143 -0.012 0.00
C 2.585910 1.060104 -1.772366 -0.113 0.069 0.020 0.00
N 2.031285 0.854821 -0.602439 0.211 -0.144 -0.037 0.01
N 2.876936 1.373113 0.312101 -0.037 -0.110 -0.001 0.00
N 3.912624 1.855640 -0.257354 -0.040 0.015 -0.043 0.00
H 7.347623 -0.189341 -1.663584 -0.009 0.010 0.006 0.00
H 5.918317 0.150940 -0.688881 0.000 0.007 -0.009 0.00
H 7.057791 1.447184 -1.054524 -0.013 -0.014 -0.005 0.00
H 6.503026 1.242684 -3.488592 0.000 -0.010 -0.006 0.00
H 4.432702 -0.814611 -2.555732 0.017 0.003 -0.006 0.00
H 5.863555 -1.152497 -3.514205 0.003 0.012 -0.005 0.00
H 4.562660 -0.176070 -4.202153 0.013 -0.001 0.012 0.00
H 4.294256 2.231105 -3.480208 -0.007 0.023 -0.002 0.00
H 5.276136 2.909826 -2.177631 0.034 -0.013 0.039 0.00
H 2.170031 0.831503 -2.736244 0.011 -0.080 0.021 0.00


No. 3
10
Properties=species:S:1:pos:R:3:forces:R:3:mulliken_charge:R:1 method="wB97M-V/def2-TZVPD" total_energy_ev=-16283.77485 orbital_gap_ev=8.64 relative_energy_ev=3.221 e_lumo_ev=-0.57
O -0.023065 1.930604 0.234644 0.486 -2.047 -1.184 -0.53
C 0.177434 0.397441 -0.061926 -0.950 3.040 3.293 0.64
C -0.778069 -0.850124 0.387713 1.222 0.733 1.917 -0.19
N -1.065920 -1.487303 -0.665613 -1.399 -0.442 1.584 -0.34
N -0.995760 -0.635167 -1.720155 1.918 3.160 -2.020 -0.34
C -0.297668 0.461253 -1.410264 -1.346 -4.669 -2.816 -0.30
I -0.019050 1.739228 -2.933321 0.308 0.821 -0.364 0.21
H -0.292007 2.291001 1.067164 -0.237 -0.720 1.242 0.28
H 1.262017 0.237367 0.199909 -1.214 -0.340 -0.542 0.23
H -1.112627 -1.226372 1.400117 1.212 0.464 -1.110 0.34